No. 1
Below is a 16-piece molecular cluster, C19H66F3N30O17 overall in a non-equilibrium geometry, with properties calculated with ωB97M-V with the def2-TZVPD basis set.

Structure (XYZ):
```
135
Properties=species:S:1:pos:R:3
C 0.7508 -0.2351 -0.8042
O 0.0672 -0.4022 0.4260
O -0.2304 -0.5710 -1.7210
C 1.3886 1.1720 -0.9610
F 2.1496 1.4553 0.1403
F 2.2758 1.2613 -1.9739
F 0.4697 2.1588 -0.9722
C 0.6360 -0.0041 1.6599
C -0.1834 -0.5438 2.8141
H -0.3640 -1.6164 2.7400
H 0.3012 -0.3857 3.7750
H -1.0989 0.0286 2.6431
H 0.7046 1.0684 1.8007
H 1.6224 -0.4375 1.8540
H 1.5769 -0.9643 -0.8531
C -3.7215 -2.5020 4.7432
O -4.2244 -1.6534 5.4649
N -4.5030 -3.4272 4.0555
N -2.4199 -2.8650 4.7363
H -4.1053 -4.0474 3.3732
H -5.4352 -3.0880 3.8773
H -1.9974 -3.6586 4.2948
H -1.7603 -2.3119 5.2653
C -3.0876 1.9355 -0.4532
O -4.1864 2.3815 -0.1297
N -2.3495 1.0349 0.2362
N -2.4030 2.3879 -1.5743
H -1.5484 0.5620 -0.1757
H -2.7501 0.7227 1.1057
H -2.7469 3.0095 -2.2872
H -1.6328 1.8551 -1.9536
C 1.2940 -4.1425 2.3604
O 1.9741 -4.6180 3.2727
N 1.7162 -3.0644 1.6500
N 0.1027 -4.6733 1.8939
H 2.5607 -2.6627 2.0150
H 1.2477 -2.8047 0.8006
H -0.2618 -5.2600 2.6323
H -0.5118 -4.0525 1.3955
C -1.9502 5.4742 0.8272
O -1.4567 6.1407 1.7371
N -3.1787 5.7501 0.3183
N -1.2284 4.5425 0.1289
H -3.6233 5.1394 -0.3425
H -3.6218 6.4781 0.8499
H -0.3049 4.2258 0.3455
H -1.8453 3.9428 -0.4179
C -1.0181 -3.3049 -4.6424
O -0.1707 -2.5795 -5.1598
N -1.5203 -4.4286 -5.1920
N -1.4544 -2.9839 -3.3714
H -1.3103 -4.5524 -6.1664
H -2.1466 -4.9962 -4.6517
H -0.9087 -2.2178 -2.9809
H -2.1148 -3.4352 -2.7604
C 4.9333 0.0947 -0.0649
O 5.1513 1.1611 0.5338
N 4.2644 -0.9214 0.5460
N 5.2336 -0.1154 -1.3625
H 4.0884 -0.9243 1.5305
H 3.8587 -1.6871 0.0310
H 5.9604 0.4724 -1.7245
H 4.7115 -0.8432 -1.8147
C 4.6098 0.3225 -4.6701
O 5.7781 0.3063 -4.2822
N 4.1470 1.1628 -5.6300
N 3.6898 -0.6617 -4.3671
H 3.1558 1.1452 -5.8060
H 4.7218 1.8730 -6.0407
H 2.7093 -0.4357 -4.2607
H 4.0230 -1.2393 -3.6010
C 0.2007 1.5046 -5.2036
O 0.2986 1.5928 -6.4305
N 0.3043 0.2362 -4.6342
N 0.2026 2.4941 -4.2896
H 0.2679 0.1552 -3.6233
H 0.3352 -0.5362 -5.2748
H 0.3918 3.4471 -4.6006
H -0.0806 2.2516 -3.3608
C 3.7741 -3.2907 -3.0812
O 4.1588 -2.5547 -2.1706
N 4.5864 -4.2203 -3.6711
N 2.4803 -3.4374 -3.4234
H 5.5497 -4.0258 -3.4529
H 4.2313 -4.8063 -4.3986
H 1.8381 -2.7770 -3.0153
H 2.1742 -4.1338 -4.0704
C 3.0871 2.3750 3.9380
O 2.8259 3.4873 3.4860
N 3.2280 1.2376 3.2211
N 3.2741 2.2023 5.3039
H 3.5946 0.4363 3.7042
H 3.5489 1.3564 2.2619
H 3.1943 1.2645 5.6566
H 3.2273 2.9645 5.9529
C -4.6569 -1.0343 -2.7364
O -5.6339 -0.8760 -2.0072
N -3.4037 -0.6103 -2.4118
N -4.6590 -1.8883 -3.7968
H -3.3215 0.0207 -1.6365
H -2.5659 -0.7619 -2.9459
H -5.5110 -2.1948 -4.2233
H -3.7564 -2.0861 -4.1936
C 0.6522 5.9079 -3.3529
O 0.2503 5.2628 -4.3253
N 1.0471 7.2005 -3.4440
N 0.8676 5.3400 -2.1372
H 1.5626 7.6573 -2.7163
H 1.1105 7.5593 -4.3806
H 1.2163 5.9403 -1.4131
H 0.6316 4.3918 -1.9210
C -0.9148 2.7783 4.4101
O -2.1237 2.5511 4.5212
N -0.2490 2.7306 3.2363
N -0.0933 2.9362 5.4970
H -0.9586 2.7111 2.5126
H 0.7190 2.9439 3.0547
H 0.8977 2.7871 5.4867
H -0.6183 2.9103 6.3558
C -3.1241 -4.3332 -0.0944
O -2.4568 -5.2833 -0.5037
N -4.1491 -4.5076 0.7911
N -2.7960 -3.0426 -0.3517
H -4.6328 -3.6683 1.0575
H -4.3470 -5.4273 1.1334
H -3.3109 -2.2608 0.0186
H -1.8699 -2.8033 -0.6703
C -1.5847 -0.7112 7.4668
O -1.2416 -1.6627 8.1685
N -0.8909 -0.4491 6.3019
N -2.4283 0.2692 7.8542
H -1.2948 0.2004 5.6447
H 0.0177 -0.8681 6.2637
H -2.8326 0.2440 8.7708
H -2.7401 0.9560 7.1879
```

The charge is -1. For the HOMO energy, the calculation gives -7.14 eV.

---

No. 2
Below is a 14-piece molecular cluster, C19H66N6O14 overall in a non-equilibrium geometry, with properties calculated with ωB97M-V with the def2-TZVPD basis set.

Structure (XYZ):
```
105
Properties=species:S:1:pos:R:3
C -3.3240 -0.1851 -2.3774
C -3.3056 -0.0077 -0.8999
O -2.5761 1.1812 -0.5797
H -3.8904 -1.1249 -2.5998
H -2.3025 -0.3761 -2.7633
H -3.9492 0.5290 -2.9219
H -2.9364 -0.9220 -0.5437
H -4.3528 0.0463 -0.5680
H -1.8301 1.0213 0.1139
C 2.2664 3.0172 -4.6957
C 2.6579 2.4288 -3.3108
O 2.2545 3.3835 -2.3785
H 1.2101 3.3258 -4.6529
H 2.4235 2.3303 -5.4854
H 2.9380 3.8368 -4.8861
H 3.7280 2.2986 -3.2406
H 2.1801 1.4991 -3.0836
H 2.4999 3.1046 -1.5464
C 2.4512 -0.5762 -4.8759
C 2.1670 -1.8374 -4.1346
O 1.4485 -1.6552 -2.9384
H 1.5406 0.0549 -4.9606
H 2.9252 -0.7710 -5.8670
H 3.2318 -0.1077 -4.3140
H 3.0798 -2.4046 -4.0377
H 1.5334 -2.3959 -4.7534
H 1.4356 -2.5257 -2.4549
C 2.2965 -4.5461 2.3049
C 2.3032 -3.0523 1.9635
O 1.7944 -2.1445 2.9007
H 2.6314 -5.1461 1.4436
H 1.2849 -4.9203 2.5682
H 2.8453 -4.8406 3.1715
H 1.7728 -2.9198 1.0130
H 3.3485 -2.7652 1.6646
H 2.3661 -1.3989 2.7264
C 1.0878 2.1072 3.7647
C 0.4002 2.3586 5.1431
O 0.9464 3.4616 5.8063
H 2.2018 2.0704 3.9121
H 0.9286 2.9121 3.0464
H 0.7158 1.1820 3.3425
H 0.5573 1.4997 5.7637
H -0.6948 2.3878 5.0001
H 1.8170 3.2898 6.0094
C 0.2808 -0.2421 -0.1570
O -0.0936 -1.5633 -0.0504
N -0.2720 0.6151 0.6720
N 0.9303 0.3028 -1.1877
H -0.7423 0.1777 1.4560
H 0.1282 1.5698 0.7805
H 0.5869 1.1440 -1.6689
H 1.0968 -0.4892 -1.8976
C -4.6357 -0.6787 2.3529
O -4.2536 0.6078 2.7392
N -3.7683 -1.7017 2.3065
N -5.8744 -1.0654 2.1453
H -2.8072 -1.5406 2.4829
H -4.0784 -2.6647 1.9186
H -6.5079 -0.3049 2.1594
H -6.0343 -1.9002 1.5544
C 1.9203 3.2693 0.6211
O 2.5222 4.2137 1.5338
N 0.7044 3.3088 0.1788
N 2.5152 2.1824 0.2144
H 0.1157 4.0193 0.6314
H 0.2970 2.9218 -0.6844
H 3.4584 1.8744 0.5426
H 1.9847 1.4929 -0.3333
C -1.3773 -3.3470 -2.5760
O -1.2291 -4.6668 -2.9544
H -0.7676 -2.6570 -3.1195
H -1.1662 -3.2132 -1.5643
H -2.3788 -2.9602 -2.7279
H -0.4018 -4.9803 -2.5624
C -2.1053 3.2031 2.3514
O -2.1884 4.5115 2.8432
H -2.6624 3.2448 1.4385
H -2.6350 2.6206 3.0665
H -1.1335 2.6815 2.2157
H -1.7011 5.1084 2.2519
C -1.4171 -0.5748 4.1543
O -0.8165 -0.9414 2.9514
H -0.7378 -0.5796 4.9821
H -2.1763 -1.2770 4.4564
H -1.9848 0.3542 4.1691
H -0.1417 -1.5777 3.1890
C -1.3888 -4.3354 0.9218
O -1.4254 -5.5284 1.7040
H -0.6317 -4.5232 0.1179
H -1.0250 -3.4714 1.4719
H -2.3497 -4.0477 0.4438
H -1.9387 -5.4174 2.5199
C -1.2995 3.2896 -3.1602
O -0.7675 2.4735 -2.1457
H -2.0548 4.0068 -2.7754
H -1.7046 2.6788 -3.9577
H -0.6310 3.9908 -3.6272
H -1.5062 1.8937 -1.9442
C 4.3448 -0.6592 -1.3391
O 3.4179 -1.0807 -0.4469
H 4.1818 0.3998 -1.6444
H 4.3325 -1.2272 -2.2672
H 5.3341 -0.7777 -0.8049
H 2.5515 -0.8664 -0.7305
```

For the HOMO energy, the calculation gives -9.12 eV.

---

Computed values of energy relative to the best compared isomer or geometry (same formula, charge and spin) (unit: kcal per mole) for the preceding records, in sequence: 22.32 34.18.
Computed values of electronic energy (unit: Eh) for the preceding records, in sequence: -3985.635388 -2145.185388.
Computed values of HOMO-LUMO gap (unit: eV) for the preceding records, in sequence: 8.9 9.2.